81
Properties=species:S:1:pos:R:3:lowdin_charge:R:1 method="wB97M-V/def2-TZVPD" de_lowest_kcal_mol=0.0 total_energy_ev=-121940.055 charge=+1 spin_multiplicity=3 s2=2.007 homo_energy_ev="-10.38 / -10.38" gap_ev="7.250 / 6.062"
Pd 0.5787 -0.8144 -0.9184 0.87
O 2.3399 1.4822 2.0444 0.07
C 2.1201 0.6405 1.2004 -0.70
O 1.3404 0.8244 0.1728 -0.19
C 2.8093 -0.7261 1.2898 -0.21
P 1.6859 -2.0347 0.7332 1.01
C 2.6671 -3.5012 0.3291 -0.35
C 2.9174 -4.4848 1.2873 -0.08
C 3.7135 -5.5739 0.9708 -0.06
C 4.2702 -5.6869 -0.2954 -0.06
C 4.0342 -4.7077 -1.2491 -0.06
C 3.2342 -3.6200 -0.9382 -0.09
C 0.5871 -2.4475 2.0986 -0.37
C 0.4716 -1.5976 3.1976 -0.07
C -0.4663 -1.8675 4.1859 -0.06
C -1.2920 -2.9751 4.0772 -0.07
C -1.1877 -3.8183 2.9770 -0.06
C -0.2584 -3.5527 1.9868 -0.10
H 3.2010 -0.8947 2.2924 0.11
H 3.6526 -0.7286 0.5915 0.11
H 2.4914 -4.3997 2.2783 0.11
H 3.9027 -6.3340 1.7167 0.11
H 4.8915 -6.5383 -0.5385 0.11
H 4.4718 -4.7925 -2.2347 0.11
H 3.0553 -2.8573 -1.6826 0.07
H 1.1082 -0.7265 3.2961 0.10
H -0.5413 -1.2140 5.0449 0.11
H -2.0161 -3.1875 4.8523 0.11
H -1.8321 -4.6827 2.8924 0.11
H -0.1828 -4.2095 1.1279 0.11
Cl -8.0976 2.5528 -2.0149 0.70
C -6.7632 2.5384 -0.9149 -0.66
C -6.9809 2.7237 0.4409 -0.09
C -5.8912 2.7183 1.2907 -0.02
C -4.5842 2.5155 0.8438 -0.18
C -3.5088 2.4685 1.9220 -0.30
C -3.2957 1.0610 2.4707 -0.04
N -2.7291 0.1651 1.4756 -0.04
C -3.3925 -0.8185 0.7819 -0.04
C -2.4923 -1.3482 -0.0834 -0.12
N -1.2948 -0.6822 0.0630 -0.08
C -1.4749 0.2223 1.0075 -0.17
O -2.2343 2.9092 1.5450 -0.15
C -2.1551 4.2753 1.1545 -0.16
C -0.7864 4.4901 0.5983 -0.32
C -0.5019 5.2555 -0.4890 -0.98
Cl -1.6243 6.1301 -1.4507 0.66
S 1.1700 5.2706 -0.8723 1.00
C 1.5120 4.2160 0.4341 -0.41
C 0.3943 3.8872 1.1274 -0.14
C -4.4076 2.3337 -0.5260 -0.55
Cl -2.8443 2.1048 -1.2548 0.80
C -5.4840 2.3519 -1.4030 -0.12
H -7.9812 2.8838 0.8161 0.11
H -6.0557 2.8854 2.3492 0.12
H -3.8845 3.0706 2.7629 0.16
H -4.2371 0.6381 2.8165 0.14
H -2.6050 1.1206 3.3120 0.14
H -4.4250 -1.0520 0.9706 0.13
H -2.6271 -2.1424 -0.7963 0.11
H -0.7381 0.9366 1.3359 0.13
H -2.3390 4.9159 2.0271 0.15
H -2.9106 4.5078 0.3999 0.10
H 2.5172 3.8805 0.6252 0.07
H 0.4102 3.2163 1.9720 0.11
H -5.3158 2.2220 -2.4619 0.11
N 5.2945 1.3394 -5.8430 0.10
C 4.8744 0.0792 -5.6606 -0.83
S 5.4316 -1.1909 -6.5314 0.72
C 3.8799 -0.1075 -4.5537 -0.21
C 2.9759 -1.1634 -4.6071 -0.02
C 2.0863 -1.3398 -3.5716 -0.13
N 2.0600 -0.5399 -2.4950 -0.07
C 2.9167 0.4816 -2.4394 -0.09
C 3.8362 0.7280 -3.4449 0.01
H 5.9608 1.5128 -6.5781 0.11
H 4.8414 2.1302 -5.4170 0.11
H 2.9848 -1.8346 -5.4537 0.10
H 1.3760 -2.1575 -3.5871 0.12
H 2.8448 1.1155 -1.5651 0.11
H 4.5278 1.5493 -3.3149 0.12

93
Properties=species:S:1:pos:R:3:lowdin_charge:R:1 method="wB97M-V/def2-TZVPD" total_energy_ev=-153767.449 charge=-2 homo_energy_ev=-2.04 gap_ev=5.654
In 1.0278 2.1381 0.4686 0.72
O 1.5651 3.2983 3.1708 -0.12
C 0.3623 3.7464 3.7517 -0.23
C -0.8592 3.0160 3.2083 -0.15
N -0.9746 3.0105 1.7460 -0.19
C -1.0791 4.3352 1.1419 -0.09
C -0.9359 4.2597 -0.3955 -0.62
O -1.4211 5.1612 -1.0587 0.05
O -0.2804 3.2495 -0.8498 -0.10
C -2.1268 2.1817 1.3735 -0.09
C -1.7694 0.7098 1.5323 -0.63
O -2.4989 -0.0807 2.1058 0.05
O -0.6060 0.4407 1.0321 -0.27
H 1.7041 2.3635 3.3904 0.00
H 0.2992 4.8147 3.5427 0.11
H 0.3841 3.6156 4.8405 0.12
H -1.7581 3.4641 3.6584 0.13
H -0.8023 1.9706 3.5293 0.13
H -0.2498 4.9615 1.4756 0.12
H -2.0311 4.8278 1.3668 0.14
H -2.3658 2.3276 0.3192 0.08
H -3.0069 2.4136 1.9808 0.14
S 2.2267 0.4726 1.9860 0.33
Sb 0.7711 -1.3319 1.6265 1.45
C -0.0031 -2.4413 -0.0142 -0.29
C -1.3013 -2.9233 0.0138 -0.10
C -1.7146 -3.7986 -0.9794 -0.09
C -0.8534 -4.1322 -2.0141 -0.07
C 0.4367 -3.6168 -2.0445 -0.07
C 0.8774 -2.7851 -1.0265 -0.12
C 2.1899 -2.8774 2.2057 -0.33
C 3.5529 -2.6803 2.3815 -0.13
C 4.3639 -3.7219 2.8166 -0.10
C 3.8158 -4.9669 3.0860 -0.11
C 2.4525 -5.1723 2.9165 -0.10
C 1.6495 -4.1321 2.4758 -0.12
C -0.2257 -1.5743 3.5167 -0.30
C 0.4938 -1.1526 4.6284 -0.14
C 0.0128 -1.3953 5.9072 -0.10
C -1.1878 -2.0692 6.0796 -0.10
C -1.9058 -2.4900 4.9699 -0.08
C -1.4271 -2.2468 3.6901 -0.11
H -1.9945 -2.6208 0.7886 0.08
H -2.7081 -4.2233 -0.9353 0.07
H -1.1952 -4.7931 -2.8010 0.10
H 1.1047 -3.8535 -2.8626 0.10
H 1.8840 -2.3863 -1.0337 0.11
H 3.9748 -1.7019 2.1803 0.06
H 5.4276 -3.5597 2.9465 0.09
H 4.4468 -5.7793 3.4267 0.09
H 2.0171 -6.1413 3.1297 0.10
H 0.5831 -4.2911 2.3434 0.10
H 1.4369 -0.6354 4.4879 0.07
H 0.5824 -1.0659 6.7681 0.09
H -1.5640 -2.2638 7.0768 0.09
H -2.8461 -3.0120 5.0981 0.10
H -2.0127 -2.5583 2.8375 0.09
C -1.7594 -1.4686 -5.2961 -0.38
S -3.3490 -0.6586 -4.9159 0.77
C -3.7846 -1.4420 -3.4187 -1.04
C -3.7899 -0.8491 -2.1821 -1.20
S -3.2170 0.6464 -1.6984 0.53
S -4.5777 -1.8966 -0.9481 0.86
C -4.9542 -3.2626 -1.9311 -1.57
S -5.6688 -4.6448 -1.3537 0.40
S -4.4682 -3.0557 -3.5599 0.85
H -1.4065 -1.0395 -6.2346 0.02
H -1.9274 -2.5382 -5.4183 0.02
H -1.0534 -1.2666 -4.4946 0.02
F 2.3620 4.9704 1.0009 0.04
C 2.4816 3.8932 0.1577 -0.39
F 2.3466 4.4159 -1.1051 0.04
C 3.9090 3.3887 0.2567 -0.60
F 4.8690 4.3107 0.0061 0.13
F 4.0937 2.3914 -0.6265 0.14
F 4.1593 2.9106 1.4891 0.11
F -2.3358 3.2929 -5.3553 0.08
C -1.0966 2.7913 -5.3940 -0.19
C -0.4411 2.4915 -4.2608 0.09
N 0.8424 2.0065 -4.2657 0.03
C 1.5482 1.8179 -3.0102 -0.04
C 1.1474 0.5429 -2.2470 -0.57
O 0.7654 -0.4333 -2.8625 0.07
O 1.3890 0.5658 -0.9696 -0.16
C 1.5255 1.7932 -5.4398 -0.47
O 2.6790 1.4036 -5.5113 0.06
N 0.7984 2.0840 -6.5769 0.21
C -0.4822 2.6291 -6.6897 -0.41
O -0.9301 2.9202 -7.7840 0.06
H -0.8988 2.6408 -3.2920 0.14
H 1.3899 2.6884 -2.3843 0.09
H 2.6070 1.7227 -3.2434 0.14
H 1.2887 1.9340 -7.4440 0.16

76
Properties=species:S:1:pos:R:3:lowdin_charge:R:1 method="wB97M-V/def2-TZVPD" de_lowest_kcal_mol=0.0 total_energy_ev=-74501.592 homo_energy_ev=-6.70 gap_ev=4.428
F -0.7442 1.2274 1.9989 -0.08
C -1.3747 0.2172 1.3865 -0.42
S -2.1789 -0.9374 2.5990 0.67
C -3.7754 -0.3764 3.2546 -0.28
C -4.9660 -0.8615 2.7004 -0.07
C -6.2020 -0.4869 3.2381 -0.07
C -6.2612 0.4224 4.2980 -0.09
C -5.0746 0.9422 4.8229 -0.08
C -3.8342 0.5347 4.3132 -0.06
O -2.4942 -2.1137 1.8276 -0.33
O -1.2336 -0.9722 3.6965 -0.33
S -2.6553 0.7883 0.2216 0.68
C -2.1705 2.2334 -0.7133 -0.27
C -2.5755 3.4929 -0.2592 -0.05
C -2.1087 4.6464 -0.8939 -0.07
C -1.2845 4.5273 -2.0163 -0.09
C -0.9931 3.2692 -2.5499 -0.10
C -1.4561 2.1184 -1.9075 -0.07
O -2.8877 -0.2988 -0.6988 -0.32
O -3.7363 1.3244 1.0320 -0.34
H -4.9291 -1.5322 1.8429 0.12
H -7.1170 -0.9061 2.8112 0.10
H -7.2271 0.7350 4.6976 0.10
H -5.1103 1.6740 5.6321 0.10
H -2.9049 0.9334 4.7173 0.11
H -3.2621 3.5633 0.5827 0.11
H -2.4026 5.6216 -0.4934 0.11
H -0.8743 5.4223 -2.4833 0.10
H -0.4015 3.1730 -3.4627 0.10
H -1.2788 1.1285 -2.3230 0.12
C 0.4564 -6.0944 -4.9091 -0.05
O 1.3425 -6.0307 -3.7617 -0.08
C 1.5606 -4.8301 -3.1611 -0.25
C 2.2313 -4.8331 -1.9092 0.01
C 2.3226 -3.6713 -1.1716 -0.01
C 1.8830 -2.4304 -1.6928 -0.18
C 1.9173 -1.1925 -0.9105 -0.05
C 1.6633 -1.2637 0.4901 0.00
C 1.6217 -0.2230 1.3899 0.03
C 1.8897 -0.3333 2.8082 -0.20
C 2.3607 0.8115 3.5030 -0.01
C 2.5704 0.7881 4.8818 -0.07
C 2.3152 -0.3882 5.6030 -0.06
C 1.8998 -1.5426 4.9287 -0.06
C 1.6727 -1.5133 3.5502 -0.02
C 2.2803 0.0303 -1.6178 -0.16
C 3.1741 -0.0181 -2.7379 -0.02
C 3.6058 1.1137 -3.3936 0.01
C 3.1344 2.3785 -2.9662 -0.26
O 3.4884 3.4443 -3.7252 -0.08
C 2.8693 4.7252 -3.4759 -0.05
C 2.2968 2.4645 -1.8331 0.00
C 1.7804 1.3022 -1.2777 -0.02
C 1.3921 -2.4274 -3.0273 -0.01
C 1.1502 -3.5986 -3.7244 0.00
H 0.4908 -7.1427 -5.2062 0.09
H -0.5696 -5.8127 -4.6336 0.10
H 0.8084 -5.4561 -5.7309 0.09
H 2.6262 -5.7808 -1.5442 0.12
H 2.7746 -3.6962 -0.1784 0.12
H 1.5066 -2.2669 0.8836 0.12
H 1.5239 0.7987 1.0389 0.09
H 2.5025 1.7359 2.9451 0.12
H 2.8925 1.6987 5.3956 0.11
H 2.3819 -0.3832 6.6940 0.11
H 1.6985 -2.4611 5.4818 0.11
H 1.2628 -2.3831 3.0489 0.12
H 3.5128 -0.9845 -3.1163 0.12
H 4.2811 1.0558 -4.2468 0.12
H 3.3325 5.3910 -4.2063 0.09
H 1.7807 4.6850 -3.6420 0.09
H 3.0756 5.0813 -2.4555 0.09
H 2.0225 3.4398 -1.4272 0.11
H 0.9189 1.3591 -0.6142 0.10
H 1.1470 -1.4853 -3.5114 0.12
H 0.6653 -3.5704 -4.7068 0.11

79
Properties=species:S:1:pos:R:3:lowdin_charge:R:1 method="wB97M-V/def2-TZVPD" total_energy_ev=-129233.756 charge=+2 spin_multiplicity=2 s2=0.771 homo_energy_ev="-13.82 / -13.81" gap_ev="6.020 / 6.341"
Ru -0.8703 -0.7348 1.3660 1.35
O -1.0107 -1.8223 2.9571 -0.10
C -0.2470 -1.8594 3.9535 -0.07
C 0.8634 -1.0223 4.2060 -0.11
C 1.5155 -1.1466 5.4510 0.09
C 2.5526 -0.3115 5.7235 -0.11
C 2.9842 0.6529 4.8115 0.07
C 2.3623 0.7692 3.5872 0.04
C 1.2997 -0.0727 3.2638 -0.28
O 0.7490 0.0392 2.0426 -0.32
N 3.2360 -0.4211 7.0337 -0.35
O 2.8564 -1.2961 7.7799 0.11
O 4.1249 0.3713 7.2521 0.12
H -0.5139 -2.6123 4.6941 0.16
H 1.2002 -1.8781 6.1852 0.15
H 3.8104 1.2956 5.0848 0.14
H 2.6877 1.5054 2.8634 0.13
Se -4.2408 -0.4851 0.8099 1.25
N -2.6904 0.0502 1.5716 -0.39
C -2.9385 1.1083 2.3434 -0.33
C -1.9947 1.8371 3.1362 -0.02
C -2.4491 2.8920 3.8511 -0.02
C -3.8333 3.3038 3.8390 -0.03
C -4.7511 2.6451 3.1070 0.01
C -4.3234 1.5124 2.3295 -0.35
N -5.1442 0.7930 1.5905 -0.18
H -0.9523 1.5542 3.1669 0.09
H -1.7544 3.4540 4.4635 0.12
H -4.1268 4.1558 4.4384 0.12
H -5.7951 2.9290 3.0893 0.13
C 4.3315 2.5557 -5.5114 -0.02
C 3.4822 1.9096 -4.4509 -0.22
C 2.3702 1.1469 -4.7993 0.01
C 1.5523 0.5433 -3.8580 -0.26
C 0.3355 -0.2128 -4.3296 -0.03
C 1.9162 0.7216 -2.5159 -0.32
Te 0.8137 -0.1511 -0.9817 1.89
N 0.5871 -2.0120 -1.5735 -0.18
C -0.2568 -2.7203 -0.8632 -0.53
O -0.8696 -2.3669 0.2709 -0.23
C -0.5824 -4.0811 -1.3344 -0.17
C -1.7152 -4.7341 -0.8463 -0.02
C -2.0628 -5.9771 -1.3480 -0.05
C -1.2776 -6.5719 -2.3266 -0.05
C -0.1371 -5.9338 -2.7988 -0.05
C 0.2101 -4.6867 -2.3119 -0.02
C -1.1240 0.5845 -1.3681 -0.41
C -2.0475 -0.2037 -2.0552 -0.15
C -3.2478 0.3595 -2.4506 -0.09
C -3.5174 1.6893 -2.1400 -0.04
C -2.6007 2.4536 -1.4324 -0.02
C -1.3773 1.9240 -1.0286 -0.31
C -0.3716 2.8046 -0.3271 -0.04
C 3.0232 1.4829 -2.1038 -0.30
C 3.4658 1.7239 -0.6749 -0.07
C 3.7850 2.0678 -3.1059 0.00
H 4.0242 2.2527 -6.5100 0.08
H 5.3813 2.2922 -5.3780 0.09
H 4.2593 3.6427 -5.4487 0.10
H 2.1255 1.0190 -5.8480 0.13
H 0.3923 -0.3696 -5.4039 0.09
H -0.5735 0.3593 -4.1309 0.08
H 0.2408 -1.1881 -3.8527 0.06
H -2.3110 -4.2681 -0.0732 0.11
H -2.9406 -6.4878 -0.9731 0.11
H -1.5545 -7.5414 -2.7212 0.12
H 0.4818 -6.4127 -3.5455 0.12
H 1.1011 -4.1858 -2.6645 0.11
H -1.8139 -1.2256 -2.3321 0.11
H -3.9629 -0.2310 -3.0098 0.12
H -4.4522 2.1368 -2.4561 0.13
H -2.8225 3.4915 -1.2122 0.13
H -0.8131 3.7660 -0.0719 0.09
H 0.4902 3.0060 -0.9704 0.09
H -0.0001 2.3642 0.6015 0.06
H 2.9204 1.1593 0.0790 0.01
H 3.3667 2.7809 -0.4213 0.10
H 4.5173 1.4610 -0.5620 0.10
H 4.6520 2.6567 -2.8213 0.14